Entry 1
The following is a DFT calculation (the ωB97M-V functional and the def2-TZVPD basis) of a gas-phase ion, C7H12N3 (charge +1).

Geometry as ORCA input:
```
! wB97M-V def2-TZVPD RIJCOSX def2/J DEFGRID3
* xyz 1 1
N -2.72 -1.41 1.67
N 2.06 -0.95 0.17
N -1.85 -0.50 1.09
C 0.34 0.66 -1.60
C -1.41 0.66 1.64
C -1.26 -0.69 -0.10
C -0.53 1.24 0.77
C -0.43 0.39 -0.36
C 1.86 0.90 -1.33
C 2.45 -0.37 -0.91
H 1.94 1.66 -0.55
H -2.99 -1.10 2.60
H 0.20 -0.16 -2.30
H -3.55 -1.54 1.10
H 3.17 -0.87 -1.55
H 2.38 -1.87 0.44
H -1.49 -1.55 -0.71
H 2.34 1.27 -2.24
H -0.03 2.18 0.91
H -0.03 1.58 -2.06
H 1.28 -0.53 0.69
H -1.74 0.99 2.61
*
```

LUMO, eV: -4.4
Frontier orbital gap, Ha: 0.27747


Entry 2
The following is a DFT calculation (the ωB97M-V functional and the def2-TZVPD basis) of a gas-phase ion, C7H12N3 (charge +1).

Geometry as ORCA input:
```
! wB97M-V def2-TZVPD RIJCOSX def2/J DEFGRID3
* xyz 1 1
N -0.17 -0.39 1.05
N 0.15 -0.11 -1.25
N -1.04 0.88 1.52
C 0.08 -2.31 -0.33
C -0.44 1.81 2.35
C 0.73 -0.63 -2.36
C 1.10 -1.91 -2.51
C -0.02 -0.95 -0.12
C 0.68 -2.80 -1.49
C -0.34 1.24 -1.20
H -0.09 -3.19 0.35
H 0.96 -3.81 -1.54
H 0.24 2.49 1.94
H -1.22 1.21 -0.65
H 1.48 -2.20 -3.41
H 0.08 1.52 3.27
H -1.22 2.45 2.57
H 0.50 1.86 -0.82
H -0.03 -0.95 1.84
H 0.70 -0.02 -3.18
H -0.60 1.62 -2.13
H -1.90 0.49 1.84
*
```

LUMO, eV: -4.1
Frontier orbital gap, Ha: 0.33564


entry 1 has the most favorable energy; the next structure is 0.0564 hartree above.


Entry 1
The following is a DFT calculation (the ωB97M-V functional and the def2-TZVPD basis) of C3H7N3S in the gas phase.

Geometry as ORCA input:
```
! wB97M-V def2-TZVPD RIJCOSX def2/J DEFGRID3
* xyz 0 1
S 2.87 -0.47 0.00
N -0.45 1.41 -0.11
N 0.53 0.77 0.55
N -3.21 -0.68 0.30
C -1.53 0.81 -0.45
C 1.16 -0.26 -0.13
C -1.83 -0.70 -0.18
H -3.75 -1.56 0.04
H -2.24 1.53 -1.10
H -1.60 -1.39 -1.10
H 1.24 1.72 0.77
H 0.56 -0.77 -0.81
H -3.76 -0.36 1.26
H -1.22 -1.27 0.46
*
```

LUMO, eV: -0.2
Frontier orbital gap, Ha: 0.31329


Entry 2
The following is a DFT calculation (the ωB97M-V functional and the def2-TZVPD basis) of C3H7N3S in the gas phase.

Geometry as ORCA input:
```
! wB97M-V def2-TZVPD RIJCOSX def2/J DEFGRID3
* xyz 0 1
S -3.05 -0.55 -0.02
N 3.65 -0.53 -0.07
N -0.54 0.20 0.03
N 0.42 1.19 0.00
C -1.81 0.52 -0.06
C 1.63 0.81 0.07
C 2.21 -0.60 0.13
H -1.91 1.62 -0.07
H 2.45 1.58 0.06
H 1.97 -0.97 1.13
H 1.67 -1.27 -0.59
H 4.15 -1.40 0.12
H -0.24 -0.78 0.15
H 3.80 -0.44 -1.07
*
```

LUMO, eV: 0.4
Frontier orbital gap, Ha: 0.32929


entry 2 has the most favorable energy; the next structure is 0.1068 hartree above.


Entry 1
The following is a DFT calculation (the ωB97M-V functional and the def2-TZVPD basis) of C3H7N3S in the gas phase.

Geometry as ORCA input:
```
! wB97M-V def2-TZVPD RIJCOSX def2/J DEFGRID3
* xyz 0 1
S 0.30 2.15 -0.31
N -1.26 -0.98 -0.29
N -0.24 0.86 0.66
N -2.46 -0.30 0.04
C 1.06 -1.17 -0.21
C -0.18 -0.43 0.04
C 2.28 -0.70 0.00
H 0.92 -2.20 -0.63
H -3.17 -0.65 -0.57
H -0.85 2.80 -0.44
H 2.44 0.30 0.42
H 0.31 0.88 1.55
H -2.31 0.72 0.01
H 3.16 -1.27 -0.27
*
```

LUMO, eV: 0.7
Frontier orbital gap, Ha: 0.34547


Entry 2
The following is a DFT calculation (the ωB97M-V functional and the def2-TZVPD basis) of C3H7N3S in the gas phase.

Geometry as ORCA input:
```
! wB97M-V def2-TZVPD RIJCOSX def2/J DEFGRID3
* xyz 0 1
S 2.89 -0.38 -0.41
N -1.85 -0.47 -0.02
N 0.47 -1.16 -0.01
N -1.52 0.59 -0.83
C 1.36 -0.11 0.08
C -0.94 -1.26 0.32
C 0.86 1.18 0.67
H -0.09 1.05 1.20
H -2.34 0.84 -1.33
H -0.72 0.46 -1.45
H 0.66 1.75 -0.25
H 0.93 -2.05 -0.26
H -1.31 -2.10 0.99
H 1.60 1.67 1.29
*
```

LUMO, eV: 0.5
Frontier orbital gap, Ha: 0.33182


Entry 3
The following is a DFT calculation (the ωB97M-V functional and the def2-TZVPD basis) of C3H7N3S in the gas phase.

Geometry as ORCA input:
```
! wB97M-V def2-TZVPD RIJCOSX def2/J DEFGRID3
* xyz 0 1
S 1.19 -0.45 2.35
N 0.94 -1.88 -0.53
N -1.21 -0.07 1.32
N 0.31 0.21 -1.28
C -0.21 1.54 -1.09
C 0.45 -0.61 -0.31
C 0.08 -0.36 1.13
H 1.40 -1.97 -1.43
H 1.48 -2.27 0.25
H -0.23 1.93 -0.08
H -1.57 0.10 2.27
H -1.20 1.65 -1.51
H -1.86 -0.03 0.56
H 0.43 2.22 -1.65
*
```

LUMO, eV: 0.4
Frontier orbital gap, Ha: 0.33195


entry 3 has the most favorable energy; the next structure is 0.0477 hartree above.


Entry 1
The following is a DFT calculation (the ωB97M-V functional and the def2-TZVPD basis) of C3H7N3S in the gas phase.

Geometry as ORCA input:
```
! wB97M-V def2-TZVPD RIJCOSX def2/J DEFGRID3
* xyz 0 1
S -0.56 -1.67 2.61
N 0.16 0.99 1.08
N -1.30 -2.04 1.16
N -0.18 -0.71 -0.53
C 1.01 1.30 -1.14
C 0.24 0.54 -0.10
C -1.14 -1.57 0.00
H 0.38 1.64 -1.99
H -0.18 -0.36 2.48
H -1.82 -2.00 -0.72
H 0.15 1.99 0.97
H 1.80 0.69 -1.59
H 1.49 2.15 -0.71
H -0.04 -0.95 -1.51
*
```

LUMO, eV: 0.6
Frontier orbital gap, Ha: 0.31664


Entry 2
The following is a DFT calculation (the ωB97M-V functional and the def2-TZVPD basis) of C3H7N3S in the gas phase.

Geometry as ORCA input:
```
! wB97M-V def2-TZVPD RIJCOSX def2/J DEFGRID3
* xyz 0 1
S 0.93 2.67 -2.12
N 1.47 0.19 -1.36
N -1.13 0.11 0.02
N -0.22 -0.64 0.69
C -0.77 0.92 -0.91
C -0.76 -1.19 1.93
C 0.58 1.20 -1.45
H -1.58 1.49 -1.39
H 0.67 -0.20 0.83
H -1.65 -1.79 1.69
H -0.01 -1.87 2.38
H -1.05 -0.42 2.63
H 2.35 0.30 -1.84
H 1.16 -0.77 -1.13
*
```

LUMO, eV: -0.1
Frontier orbital gap, Ha: 0.31049


Entry 3
The following is a DFT calculation (the ωB97M-V functional and the def2-TZVPD basis) of C3H7N3S in the gas phase.

Geometry as ORCA input:
```
! wB97M-V def2-TZVPD RIJCOSX def2/J DEFGRID3
* xyz 0 1
S -1.35 1.09 -0.54
N 1.92 -2.23 -0.39
N 0.79 -0.29 -1.09
N 0.15 -0.51 1.14
C 1.71 -1.32 -1.24
C -1.94 1.70 1.05
C -0.04 -0.02 0.00
H -2.62 2.55 0.84
H -1.12 2.06 1.66
H -0.60 -0.23 1.82
H 2.22 -1.21 -2.19
H -2.48 0.92 1.60
H 2.63 -2.85 -0.77
H 0.72 0.36 -1.88
*
```

LUMO, eV: 0.7
Frontier orbital gap, Ha: 0.36317


entry 3 has the most favorable energy; the next structure is 0.0255 hartree above.


Entry 1
The following is a DFT calculation (the ωB97M-V functional and the def2-TZVPD basis) of C3H7N3S in the gas phase.

Geometry as ORCA input:
```
! wB97M-V def2-TZVPD RIJCOSX def2/J DEFGRID3
* xyz 0 1
S -2.12 -1.40 -0.13
N 0.84 0.62 -0.50
N 1.28 -1.52 0.48
N -2.33 0.22 -0.23
C 1.51 -0.63 -0.43
C -0.11 0.97 0.57
C -1.52 1.16 0.05
H 2.04 -0.93 -1.39
H 0.99 1.19 -1.32
H 0.16 1.92 0.95
H 1.99 -2.27 0.35
H -0.10 0.16 1.35
H -0.84 -1.65 0.34
H -1.81 2.16 -0.07
*
```

LUMO, eV: 0.7
Frontier orbital gap, Ha: 0.34558


Entry 2
The following is a DFT calculation (the ωB97M-V functional and the def2-TZVPD basis) of C3H7N3S in the gas phase.

Geometry as ORCA input:
```
! wB97M-V def2-TZVPD RIJCOSX def2/J DEFGRID3
* xyz 0 1
S 2.41 -1.25 -0.19
N 0.31 1.37 -0.01
N -0.41 0.21 0.18
N 2.61 0.42 -0.09
C 1.66 1.35 -0.14
C -2.41 -0.86 0.02
C -1.52 0.12 -0.35
H -3.12 -0.43 0.87
H 1.72 -1.74 0.83
H -3.01 -1.16 -0.98
H -1.89 0.81 -1.03
H 3.56 0.71 0.63
H 2.04 2.30 -0.11
H -1.93 -1.84 0.38
*
```

LUMO, eV: 0.4
Frontier orbital gap, Ha: 0.32235


Entry 3
The following is a DFT calculation (the ωB97M-V functional and the def2-TZVPD basis) of C3H7N3S in the gas phase.

Geometry as ORCA input:
```
! wB97M-V def2-TZVPD RIJCOSX def2/J DEFGRID3
* xyz 0 1
S -0.05 1.36 0.08
N -1.14 0.60 -1.01
N 0.07 -2.03 -0.09
N 1.94 -1.54 1.11
C -1.41 1.29 -2.06
C 0.76 -1.17 0.74
C -0.02 0.01 1.26
H 0.73 -2.66 -0.54
H -1.04 2.27 -2.24
H -1.07 -0.26 1.40
H -2.04 0.86 -2.81
H -0.67 -1.59 -0.64
H 0.37 0.38 2.22
H 2.41 -0.80 1.63
*
```

LUMO, eV: 0.7
Frontier orbital gap, Ha: 0.34574


entry 3 has the most favorable energy; the next structure is 0.0250 hartree above.


Entry 1
The following is a DFT calculation (the ωB97M-V functional and the def2-TZVPD basis) of 11 unconnected molecules or ions with the total composition C20H50O17.

Geometry as ORCA input:
```
! wB97M-V def2-TZVPD RIJCOSX def2/J DEFGRID3
* xyz 0 1
O -3.16 -3.80 3.59
O 3.39 -0.15 -1.51
O 2.46 4.05 -4.79
O 0.46 3.90 -3.87
O -0.05 1.22 0.70
O -1.54 -2.75 2.52
O -1.12 -4.33 4.12
O 2.39 2.45 0.14
O -3.16 4.64 0.03
O 3.08 -2.80 0.00
O 1.60 1.75 2.71
O 0.99 -0.25 -3.87
O -5.16 -0.78 2.15
O -6.35 -2.66 2.58
O -1.01 -3.57 -3.13
O -4.93 -2.53 0.85
O 0.60 4.07 -6.07
C -4.64 -0.26 0.95
C -3.40 0.71 1.17
C -0.30 0.12 -4.13
C 3.23 3.55 0.34
C -3.35 -4.79 4.52
C 1.14 4.01 -4.96
C -1.88 4.14 -0.32
C 3.31 -3.78 -0.97
C -0.56 -3.26 -1.88
C -1.93 -5.36 4.70
C -5.55 -2.01 1.87
C 2.84 3.76 -3.39
C 3.75 4.84 -2.87
C 0.05 -0.15 0.46
C -1.93 -3.51 3.40
C -1.53 -5.42 6.07
C 4.43 0.09 -2.44
C 1.39 3.84 -2.83
C -4.23 -1.52 0.22
C 1.31 2.11 4.05
H 4.30 5.12 -3.77
H 3.96 0.33 -3.39
H 5.07 -0.76 -2.67
H -3.14 -1.56 0.31
H -0.59 -0.67 1.18
H 1.00 -1.20 -3.74
H -0.03 -2.30 -1.90
H 2.08 2.78 4.44
H 2.82 -3.38 -1.86
H -2.69 0.37 1.92
H 3.51 3.90 1.33
H -1.92 3.89 -1.38
H 0.33 2.57 4.19
H -5.40 0.30 0.41
H -2.81 0.75 0.26
H -3.98 -5.62 4.19
H -0.48 -5.71 6.11
H -1.34 -3.03 -1.16
H -0.20 -3.79 -3.60
H 2.51 1.89 0.91
H -0.83 -0.64 -4.70
H 4.45 4.34 -2.19
H -1.65 -6.20 4.07
H 1.07 -0.53 0.47
H 2.64 4.45 0.19
H 1.20 2.92 -2.30
H -1.73 3.20 0.21
H 2.84 -4.75 -0.83
H -3.79 -4.41 5.45
H -1.63 -4.61 6.79
H -1.10 4.83 -0.01
H 0.73 1.51 2.38
H 2.93 0.69 -1.44
H 0.55 1.76 0.18
H 0.05 -4.05 -1.45
H 1.16 4.56 -2.05
H -1.75 -6.34 6.61
H 4.98 1.01 -2.22
H 3.29 5.70 -2.38
H 3.34 -1.93 -0.33
H 4.11 3.48 -0.30
H 1.42 1.21 4.65
H -3.71 1.70 1.50
H -0.41 -0.40 -0.50
H 3.22 2.74 -3.34
H 4.38 -3.86 -1.19
H -0.86 0.36 -3.22
H -3.83 4.19 -0.49
H -0.12 1.07 -4.65
H -4.55 -1.42 -0.82
*
```

LUMO, eV: 0.4
Frontier orbital gap, Ha: 0.38274


Entry 2
The following is a DFT calculation (the ωB97M-V functional and the def2-TZVPD basis) of 11 unconnected molecules or ions with the total composition C20H50O17.

Geometry as ORCA input:
```
! wB97M-V def2-TZVPD RIJCOSX def2/J DEFGRID3
* xyz 0 1
O -1.28 3.34 -4.39
O 1.34 -0.36 -0.35
O 3.16 -1.39 3.42
O -1.84 1.40 3.54
O 0.72 -4.06 1.90
O 3.59 1.00 2.02
O -0.10 -4.53 3.95
O 1.13 -1.98 -4.91
O -0.35 -3.27 -2.96
O -3.20 -0.05 2.41
O 1.17 2.55 1.90
O -0.55 0.46 -4.73
O -2.45 2.42 -1.81
O 1.02 1.28 -1.78
O -3.27 0.13 4.63
O -0.40 -2.52 3.17
O -0.66 0.86 -0.44
C -4.00 -1.07 4.36
C -5.34 -0.98 5.10
C -4.05 -1.13 2.87
C 0.19 -1.81 2.05
C 2.46 1.00 -1.77
C -1.70 0.55 -5.53
C 0.06 -3.77 3.07
C 3.26 2.03 -0.98
C 3.58 -1.15 4.77
C -0.77 -3.08 0.17
C 2.49 -0.39 -1.21
C -2.75 0.63 3.55
C 0.48 0.60 -0.84
C -1.63 -2.93 -3.37
C -0.57 4.51 -3.90
C 0.42 -2.89 1.08
C 2.57 -2.06 -4.74
C -3.69 1.86 -1.38
C 1.42 3.11 3.12
C 4.46 2.10 2.09
H -3.56 -2.01 2.46
H -0.98 5.46 -4.43
H 3.36 -0.50 -0.55
H -0.98 -2.08 -0.21
H -4.32 2.55 -0.89
H 2.68 0.98 -2.81
H 4.04 2.85 2.66
H -2.01 3.15 -3.75
H -5.88 -1.91 4.88
H 0.45 4.49 -4.31
H 4.34 1.83 -1.07
H -1.74 -3.16 -4.45
H 5.40 1.77 2.60
H 0.26 2.31 1.78
H -4.19 1.39 -2.21
H -2.42 -3.46 -2.89
H 3.80 -2.10 5.27
H 0.64 2.91 3.82
H 1.39 -2.77 0.62
H -2.57 0.72 -4.95
H 2.36 -1.19 -1.93
H 3.04 -1.08 -4.86
H -1.83 -1.87 -3.25
H -0.44 1.30 -4.20
H -1.86 -0.50 -6.02
H 0.32 -2.86 -3.57
H -1.61 1.34 -6.27
H -0.51 -1.06 1.76
H 2.68 -2.38 -3.72
H -5.08 -0.94 2.45
H -0.48 -3.72 -0.68
H -5.95 -0.16 4.78
H 1.54 4.21 2.97
H 3.28 -0.57 3.03
H 2.72 1.42 1.87
H -1.75 1.84 -1.45
H 3.09 3.08 -1.38
H -3.37 -1.84 4.81
H 4.42 -0.42 4.81
H -5.20 -0.91 6.15
H 2.95 1.94 0.04
H 2.79 -0.63 5.38
H -1.62 -3.43 0.66
H 0.82 -1.10 -5.13
H 1.15 -1.37 2.37
H -3.55 1.10 -0.63
H 2.97 -2.76 -5.49
H 4.74 2.50 1.09
H -0.57 4.46 -2.79
H 2.35 2.79 3.55
*
```

LUMO, eV: 0.4
Frontier orbital gap, Ha: 0.36704


entry 2 has the most favorable energy; the next structure is 0.0858 hartree above.


Entry 1
The following is a DFT calculation (the ωB97M-V functional and the def2-TZVPD basis) of C2H7N3O in the gas phase.

Geometry as ORCA input:
```
! wB97M-V def2-TZVPD RIJCOSX def2/J DEFGRID3
* xyz 0 1
O 1.65 -1.65 -0.07
N 1.81 0.59 0.09
N -1.05 -1.55 0.06
N -0.28 -0.39 -0.05
C -0.91 0.92 -0.05
C 1.10 -0.57 -0.01
H -1.69 -1.63 -0.72
H -1.59 -1.56 0.93
H -0.55 1.58 -0.86
H 2.80 0.47 -0.04
H 1.45 1.52 0.04
H -1.99 0.78 -0.21
H -0.75 1.48 0.88
*
```

LUMO, eV: 0.7
Frontier orbital gap, Ha: 0.36803


Entry 2
The following is a DFT calculation (the ωB97M-V functional and the def2-TZVPD basis) of C2H7N3O in the gas phase.

Geometry as ORCA input:
```
! wB97M-V def2-TZVPD RIJCOSX def2/J DEFGRID3
* xyz 0 1
O 1.69 -1.07 0.33
N -2.57 -0.05 -0.05
N 0.94 -0.09 -0.38
N -1.27 0.43 0.08
C -0.39 -0.40 -0.20
C 1.41 1.27 0.05
H 1.27 1.41 1.09
H -0.60 -1.50 -0.28
H 0.75 2.00 -0.40
H 2.48 1.38 -0.29
H -3.08 0.37 0.82
H -2.65 -1.11 0.08
H 2.45 -1.25 -0.33
*
```

LUMO, eV: 0.9
Frontier orbital gap, Ha: 0.33930


Entry 3
The following is a DFT calculation (the ωB97M-V functional and the def2-TZVPD basis) of C2H7N3O in the gas phase.

Geometry as ORCA input:
```
! wB97M-V def2-TZVPD RIJCOSX def2/J DEFGRID3
* xyz 0 1
O -0.27 -0.15 -1.63
N -0.77 0.05 0.75
N 0.17 1.28 -1.65
N 0.44 0.61 0.77
C 0.85 1.21 -0.25
C -0.35 -1.33 0.89
H 1.70 2.05 -0.24
H -1.31 -1.71 1.70
H -1.25 0.28 1.70
H -0.33 -1.83 -0.34
H 0.84 -1.52 1.32
H 1.06 1.03 -2.21
H -0.78 0.03 -0.83
*
```

LUMO, eV: 0.8
Frontier orbital gap, Ha: 0.36721


Entry 4
The following is a DFT calculation (the ωB97M-V functional and the def2-TZVPD basis) of C2H7N3O in the gas phase.

Geometry as ORCA input:
```
! wB97M-V def2-TZVPD RIJCOSX def2/J DEFGRID3
* xyz 0 1
O 0.90 1.95 -0.37
N -0.37 -0.05 -0.05
N 0.00 1.14 -0.75
N 0.41 -0.28 1.01
C -0.93 1.54 -1.82
C 0.96 -1.57 1.41
H 1.22 -1.98 0.44
H 1.08 0.52 1.00
H -1.99 1.60 -1.40
H -0.95 0.81 -2.65
H 1.78 -1.28 1.98
H -0.70 2.57 -2.20
H 0.28 -2.11 1.99
*
```

LUMO (alpha / beta), eV: 0.7 / 0.7
Frontier orbital gap (alpha / beta), Ha: 0.32032 / 0.31695


entry 1 has the most favorable energy; the next structure is 0.1040 hartree above.